1.
A cluster of 13 separate species, C52H93Br24NO8P in total. Source: the OMol25 dataset; level of theory: wB97M-V/def2-TZVPD.

Kohn-Sham gap: 8.5 eV
ΔE to the lowest compared entry with this formula, charge and spin: 0.0000 eV
total charge: +1
maximum force: 9.47 eV/Å

CARTESIAN COORDINATES (ANGSTROEM)
C 1.1212 -2.6217 3.3211
C 0.2265 -2.2500 2.7212
C -1.0857 -1.5872 2.3329
N -0.8626 -0.7685 1.0975
C -0.7804 0.7103 1.2949
C -0.0706 1.1947 2.5974
O 0.7697 2.3385 2.3843
C 2.0961 2.0679 2.6892
C 2.5183 1.8419 4.0272
C 3.8274 1.6029 4.4152
C 4.2323 1.3566 5.8783
C 4.8539 1.5899 3.4423
C 4.4760 1.8056 2.1178
C 3.1348 2.0460 1.7007
C 2.9735 2.2862 0.1951
C 2.0311 3.4921 -0.1896
C 2.6092 0.9893 -0.6012
C -2.1955 1.3289 1.0660
C -2.0404 2.8533 1.3650
C -1.3817 3.7140 0.6014
C -3.2715 0.8493 2.1005
O -4.5186 1.4311 1.7289
C -5.4814 0.3634 1.7329
O -2.6059 1.2351 -0.2873
C -2.2406 0.0471 -0.9497
C -3.5748 -0.4135 -1.6995
C -3.3741 -1.1835 -3.0212
C -3.5410 -0.3210 -4.2995
O -4.6245 0.5940 -4.2248
O -1.2334 0.1740 -1.9451
C -0.8449 1.5157 -2.2587
C -1.8859 2.3189 -3.1176
C -1.8510 -1.1565 -0.0018
C -1.3435 -2.4420 -0.7079
P -2.6329 -3.7498 -0.9443
O -3.9492 -3.4034 -0.4305
O -2.6335 -4.2040 -2.5136
O -2.1184 -5.0892 -0.1431
H 2.1471 -2.7197 3.6676
H -1.5367 -1.0332 3.1735
H -1.7726 -2.4398 2.1430
H 0.0537 -1.0539 0.7321
H -0.1506 1.0787 0.4545
H 0.5562 0.4469 3.1170
H -0.8719 1.4888 3.3080
H 1.7132 1.8622 4.7838
H 3.3482 1.0922 6.4799
H 4.7928 2.2300 6.2559
H 4.9268 0.4879 5.8701
H 5.8992 1.4363 3.7265
H 5.2620 1.7995 1.3459
H 3.9746 2.5963 -0.1734
H 1.2882 3.1391 -0.9288
H 2.6301 4.2587 -0.7209
H 1.5883 4.0108 0.6714
H 3.5398 0.4185 -0.8102
H 1.9167 0.3100 -0.0703
H 2.2345 1.2957 -1.5973
H -2.4721 3.2536 2.3003
H -0.6802 4.4044 1.1047
H -1.4245 3.7784 -0.4944
H -3.3762 -0.2519 2.1559
H -3.0295 1.2253 3.1223
H -6.4977 0.7354 1.4915
H -5.5113 -0.1413 2.7174
H -5.2130 -0.3400 0.9113
H -4.1981 -0.9554 -0.9577
H -4.1244 0.5330 -1.8878
H -2.4306 -1.7410 -3.1238
H -4.1794 -1.9511 -3.0663
H -3.7799 -1.0381 -5.1235
H -2.5621 0.1270 -4.5652
H -4.5798 1.1016 -5.0438
H 0.0380 1.4176 -2.9275
H -0.4808 2.1020 -1.3972
H -1.6109 3.3896 -2.9677
H -2.9090 2.2129 -2.7249
H -1.7863 2.1240 -4.1957
H -2.7923 -1.4344 0.5172
H -0.5620 -2.9158 -0.0663
H -0.8564 -2.2814 -1.6877
H -1.9357 -4.8817 -2.5686
H -2.7348 -5.2192 0.5943
Br 0.8111 6.4385 -4.6077
C 0.8357 7.7945 -3.2069
C 1.5756 7.2481 -2.0196
Br 0.4516 6.0021 -1.0368
H -0.1909 8.0753 -2.9896
H 1.3549 8.6508 -3.6350
H 1.8251 8.0307 -1.3048
H 2.4833 6.7194 -2.3012
Br 1.1968 4.2236 -6.9515
C 2.8629 5.1957 -7.2126
C 4.0105 4.2739 -7.5267
Br 4.6467 3.3654 -5.9247
H 3.0246 5.7849 -6.3135
H 2.6696 5.8638 -8.0506
H 4.8668 4.8414 -7.8909
H 3.7590 3.5022 -8.2499
Br 7.1906 -0.8082 8.9823
C 5.4548 -1.6093 9.3468
C 5.1092 -2.6575 8.3241
Br 4.5324 -1.8466 6.6473
H 4.7338 -0.7975 9.3885
H 5.5501 -2.0575 10.3344
H 4.2621 -3.2543 8.6565
H 5.9380 -3.3159 8.0881
Br 3.2206 -0.5755 -6.8266
C 3.0398 -2.4887 -7.1402
C 2.2867 -3.1609 -6.0260
Br 3.4033 -3.3926 -4.4449
H 4.0433 -2.8822 -7.2767
H 2.4901 -2.5728 -8.0766
H 1.9923 -4.1688 -6.3152
H 1.4108 -2.6082 -5.7136
Br -4.6068 0.7050 6.0406
C -4.1865 2.3469 6.9991
C -3.9187 3.4820 6.0474
Br -2.1460 3.3352 5.2494
H -3.3457 2.1274 7.6508
H -5.0661 2.5549 7.6059
H -3.9134 4.4330 6.5770
H -4.6315 3.5314 5.2288
Br 4.6600 4.8920 -2.7095
C 6.3142 5.8857 -2.9698
C 7.4608 4.9634 -3.2878
Br 8.1002 4.0521 -1.6896
H 6.4745 6.4753 -2.0717
H 6.1166 6.5534 -3.8072
H 8.3160 5.5281 -3.6549
H 7.2025 4.1936 -4.0100
Br -6.4639 -2.0238 3.8389
C -5.9255 -3.7414 4.5728
C -4.8169 -3.5859 5.5786
Br -3.1010 -3.2723 4.7036
H -5.6566 -4.3729 3.7309
H -6.8199 -4.1408 5.0488
H -4.6819 -4.5059 6.1447
H -4.9754 -2.7604 6.2675
Br 1.7633 1.2604 -9.9187
C 0.9240 -0.3368 -10.6456
C -0.5501 -0.3659 -10.3479
Br -0.8816 -0.8704 -8.4938
H 1.4587 -1.1898 -10.2369
H 1.0980 -0.2853 -11.7190
H -1.0472 -1.1293 -10.9438
H -1.0391 0.5902 -10.5100
Br 8.5821 1.5046 -9.3169
C 7.4535 2.9910 -9.8664
C 8.2379 4.2742 -9.9549
Br 8.5838 5.0166 -8.1881
H 6.6298 3.0412 -9.1588
H 7.0696 2.7096 -10.8458
H 7.6646 5.0386 -10.4770
H 9.2013 4.1544 -10.4419
Br 6.7580 -5.1397 10.2361
C 5.0237 -5.9464 10.6068
C 4.6771 -6.9998 9.5872
Br 4.0924 -6.2029 7.9086
H 4.3002 -5.1368 10.6490
H 5.1234 -6.3903 11.5958
H 3.8328 -7.5973 9.9265
H 5.5097 -7.6564 9.3520
Br -10.1617 -3.0162 -0.1892
C -9.6230 -4.7332 0.5543
C -8.5150 -4.5729 1.5604
Br -6.8034 -4.2644 0.6866
H -9.3507 -5.3696 -0.2835
H -10.5184 -5.1298 1.0311
H -8.3831 -5.4950 2.1314
H -8.6745 -3.7432 2.2454
Br -5.5734 -7.3084 4.2709
C -7.2892 -8.0877 4.7670
C -7.8166 -8.9874 3.6818
Br -8.5646 -7.9636 2.2020
H -7.9568 -7.2632 5.0010
H -7.0904 -8.6575 5.6729
H -8.6427 -9.5907 4.0537
H -7.0570 -9.6401 3.2614

Atom charges from the Löwdin analysis, given in e for atoms 1 to 99: 0.14, -0.11, -0.13, 0.00, -0.10, -0.10, -0.06, -0.21, 0.02, -0.26, -0.10, -0.03, -0.02, -0.11, -0.32, -0.14, -0.04, -0.33, -0.07, 0.01, -0.15, -0.15, -0.11, 0.03, -0.40, -0.06, -0.15, -0.26, -0.06, -0.07, -0.21, -0.04, -0.15, -0.11, 0.50, -0.30, -0.12, -0.14, 0.07, 0.12, 0.10, 0.17, 0.16, 0.13, 0.09, 0.13, 0.07, 0.09, -0.02, 0.12, 0.12, 0.11, 0.04, 0.00, 0.04, 0.09, 0.06, 0.07, 0.09, 0.06, 0.05, 0.11, 0.10, 0.11, -0.04, 0.09, 0.10, 0.13, 0.09, 0.12, 0.12, 0.10, 0.10, 0.13, 0.07, 0.08, 0.08, 0.07, 0.13, 0.11, 0.11, 0.09, 0.08, 0.63, -0.67, -0.67, 0.76, 0.05, 0.06, 0.06, -0.02, 0.57, -0.69, -0.68, 0.60, 0.00, 0.06, 0.05, 0.03

2.
A cluster of 11 separate species, C52H93NO22S10 in total. Source: the OMol25 dataset; level of theory: wB97M-V/def2-TZVPD.

Kohn-Sham gap: 9.0 eV
maximum force: 2.89 eV/Å

CARTESIAN COORDINATES (ANGSTROEM)
C 2.2907 2.3387 3.7443
C 2.9740 1.4502 2.6153
C 3.3476 -0.0027 3.1078
C 4.8636 -0.4062 2.8705
C 5.7565 0.4890 3.7814
C 5.9489 0.1682 5.2080
C 6.7519 1.0034 6.1133
C 7.4017 2.2296 5.5989
C 7.2260 2.4942 4.1950
C 6.4309 1.6688 3.2576
C 6.4937 2.2838 1.8352
O 5.8103 2.1234 0.8711
N 7.6806 3.1647 1.8937
C 7.7408 3.6460 3.2826
O 8.0843 4.7383 3.6315
H 1.3825 1.8593 4.1824
H 2.0048 3.3229 3.2727
H 3.0741 2.5994 4.5099
H 3.8637 2.0317 2.2709
H 2.2694 1.3697 1.7433
H 2.7388 -0.7267 2.4946
H 3.1067 -0.0985 4.1961
H 5.1604 -0.3890 1.7954
H 4.9609 -1.4538 3.2751
H 5.4924 -0.7378 5.6787
H 6.8940 0.7475 7.1915
H 8.0112 2.9176 6.2189
H 8.4284 2.4525 1.8506
C 3.1840 1.4092 -1.9834
C 2.4800 2.0682 -3.1736
C 1.4818 3.0833 -2.6098
S 2.1446 3.6154 -1.0341
O 1.2504 3.1719 0.0128
O 2.5813 4.9895 -1.1371
C 3.5755 2.5469 -1.0498
H 4.0545 0.8312 -2.2967
H 2.4919 0.7304 -1.4753
H 3.2188 2.5833 -3.7950
H 1.9785 1.3318 -3.8044
H 1.3711 3.9457 -3.2653
H 0.5060 2.6276 -2.4248
H 3.8017 2.2139 -0.0412
H 4.4126 3.1180 -1.4534
C -3.5741 4.9273 -2.3045
C -4.6144 3.9805 -2.9126
C -3.8747 2.7205 -3.3676
S -2.4433 2.5679 -2.3047
O -1.2510 2.7368 -3.1052
O -2.6178 1.4339 -1.4275
C -2.7221 4.0674 -1.3778
H -4.0426 5.7521 -1.7665
H -2.9522 5.3511 -3.0982
H -5.3563 3.7179 -2.1533
H -5.1472 4.4448 -3.7433
H -4.4954 1.8312 -3.2672
H -3.5218 2.8132 -4.3942
H -1.7686 4.5259 -1.1186
H -3.2696 3.8019 -0.4723
C -1.6862 -1.8354 0.7094
C -1.7585 -1.4308 -0.7668
C -0.3283 -1.4148 -1.3106
S 0.5900 -2.6000 -0.3311
O 1.5905 -1.8914 0.4319
O 0.9165 -3.7481 -1.1540
C -0.7509 -3.0377 0.7627
H -2.6646 -2.0736 1.1107
H -1.2715 -1.0127 1.2967
H -2.3543 -2.1679 -1.3174
H -2.2357 -0.4597 -0.8979
H -0.2916 -1.7083 -2.3594
H 0.1380 -0.4369 -1.1819
H -0.3652 -3.2385 1.7584
H -1.2333 -3.9290 0.3600
C -1.9836 -2.8288 6.2931
C -3.1965 -3.7626 6.2474
C -3.8170 -3.6387 4.8518
S -2.4803 -3.1873 3.7479
O -2.7310 -1.8579 3.2418
O -2.1847 -4.3011 2.8764
C -1.2138 -3.0839 5.0020
H -1.3634 -3.0137 7.1714
H -2.3199 -1.7885 6.3293
H -2.8701 -4.7915 6.4152
H -3.9221 -3.5198 7.0249
H -4.2552 -4.5791 4.5207
H -4.5652 -2.8466 4.8153
H -0.5113 -2.2888 4.7548
H -0.6979 -4.0449 5.0345
C 8.7537 8.1749 6.9796
C 9.2615 7.8187 5.5785
C 10.2484 6.6582 5.7293
S 9.7468 5.7617 7.1967
O 10.7838 5.8860 8.1913
O 9.2061 4.4811 6.8088
C 8.4007 6.8480 7.6408
H 7.8934 8.8440 6.9407
H 9.5461 8.6753 7.5438
H 8.4197 7.5065 4.9546
H 9.7314 8.6733 5.0900
H 10.2175 5.9888 4.8704
H 11.2663 7.0156 5.8857
H 8.3206 6.9144 8.7246
H 7.4840 6.4310 7.2206
C -3.8208 -3.3351 12.1949
C -5.0344 -4.2687 12.1479
C -5.6491 -4.1530 10.7496
S -4.3069 -3.7080 9.6487
O -4.5546 -2.3841 9.1308
O -4.0098 -4.8265 8.7888
C -3.0461 -3.5983 10.9087
H -3.2051 -3.5152 13.0767
H -4.1562 -2.2945 12.2235
H -4.7086 -5.2978 12.3228
H -5.7643 -4.0214 12.9197
H -6.0860 -5.0949 10.4218
H -6.3970 -3.3613 10.7053
H -2.3421 -2.8056 10.6603
H -2.5314 -4.5596 10.9491
C -4.4842 0.3740 -7.8197
C -5.2408 0.9849 -9.0034
C -6.2497 1.9903 -8.4331
S -5.5510 2.5767 -6.8903
O -6.3965 2.1359 -5.8044
O -5.1493 3.9566 -7.0390
C -4.0958 1.5435 -6.9288
H -3.6090 -0.1873 -8.1439
H -5.1399 -0.3087 -7.2727
H -4.5357 1.5022 -9.6577
H -5.7396 0.2218 -9.6002
H -6.4020 2.8349 -9.1045
H -7.2062 1.5161 -8.2107
H -3.8291 1.2403 -5.9182
H -3.2868 2.1258 -7.3733
C -6.6158 2.5503 -13.0995
C -6.1792 2.1584 -14.5146
C -5.1601 1.0221 -14.3831
S -5.5606 0.1641 -12.8613
O -4.4712 0.3447 -11.9322
O -6.0954 -1.1373 -13.1742
C -6.9034 1.2392 -12.3767
H -7.4909 3.2010 -13.1112
H -5.8039 3.0843 -12.5972
H -7.0481 1.8101 -15.0798
H -5.7555 3.0056 -15.0555
H -5.2240 0.3247 -15.2168
H -4.1431 1.4046 -14.2960
H -6.9243 1.3411 -11.2932
H -7.8330 0.7905 -12.7302
C -4.0510 -4.5795 -4.2400
C -2.5313 -4.7277 -4.3633
C -2.1029 -4.0104 -5.6474
S -3.3101 -2.7150 -5.9237
O -4.0369 -3.0129 -7.1339
O -2.6922 -1.4289 -5.6970
C -4.3487 -3.1121 -4.5258
H -4.4079 -4.8752 -3.2528
H -4.5452 -5.2130 -4.9822
H -2.0486 -4.2588 -3.5010
H -2.2275 -5.7750 -4.3780
H -1.1137 -3.5656 -5.5497
H -2.1257 -4.6801 -6.5071
H -5.3921 -2.9252 -4.7746
H -4.0412 -2.4785 -3.6920
C 4.6720 -7.0247 1.1028
C 3.8880 -6.4005 -0.0559
C 2.8745 -5.4228 0.5475
S 3.5850 -4.8557 2.0892
O 2.7623 -5.3293 3.1783
O 3.9640 -3.4706 1.9595
C 5.0582 -5.8649 2.0124
H 5.5505 -7.5682 0.7520
H 4.0329 -7.7283 1.6441
H 4.5766 -5.8590 -0.7107
H 3.3897 -7.1590 -0.6611
H 2.7003 -4.5686 -0.1067
H 1.9290 -5.9160 0.7730
H 5.3443 -6.1806 3.0144
H 5.8514 -5.2623 1.5671

Atom charges from the Löwdin analysis, given in e for atoms 1 to 99: -0.11, -0.24, -0.17, -0.14, -0.12, -0.01, -0.03, 0.01, -0.06, -0.02, -0.35, 0.12, 0.11, -0.36, 0.12, 0.07, 0.07, 0.07, 0.08, 0.09, 0.09, 0.11, 0.12, 0.10, 0.11, 0.10, 0.07, 0.15, -0.21, -0.21, -0.24, 0.67, -0.33, -0.33, -0.24, 0.12, 0.11, 0.11, 0.11, 0.11, 0.05, 0.06, 0.11, -0.21, -0.20, -0.22, 0.71, -0.33, -0.32, -0.22, 0.12, 0.12, 0.12, 0.11, 0.11, 0.09, 0.11, 0.11, -0.23, -0.20, -0.21, 0.68, -0.32, -0.35, -0.24, 0.09, 0.13, 0.11, 0.07, 0.10, 0.10, 0.09, 0.11, -0.21, -0.23, -0.21, 0.68, -0.32, -0.33, -0.22, 0.12, 0.12, 0.12, 0.07, 0.10, 0.11, 0.11, 0.11, -0.22, -0.21, -0.22, 0.68, -0.32, -0.34, -0.23, 0.12, 0.12, 0.12, 0.12

Record order is preserved below.
LUMO: -1.663; 0.138 eV